Entry 1:
ORCA calculation (the ωB97M-V functional and the def2-TZVPD basis) on C22H48F3N10Rh as an isolated structure.

```
84
C22H48F3N10Rh (the ωB97M-V functional and the def2-TZVPD basis)
Rh -0.19 0.04 -0.61
C -5.94 -0.71 -0.69
N -4.87 0.24 -0.35
C -5.38 1.38 0.40
C -3.59 -0.20 -0.31
N -2.53 0.57 -0.31
C -2.73 1.98 -0.68
C -1.57 2.51 -1.50
N -0.27 2.27 -0.84
C -0.17 2.86 0.51
C -0.54 1.86 1.61
N 0.21 0.60 1.44
C 0.80 0.11 2.55
N 0.39 0.50 3.79
C -1.01 0.45 4.18
C 1.34 0.91 4.83
N 1.78 -0.80 2.47
C 2.62 -1.00 1.31
C 2.12 -1.70 3.58
C 0.86 2.66 -1.71
C 2.09 1.85 -1.36
N 1.81 0.43 -1.58
C 2.79 -0.32 -2.11
N 2.49 -1.42 -2.83
C 3.33 -2.61 -2.80
C 1.32 -1.52 -3.70
N 4.11 -0.02 -2.00
C 4.75 0.62 -0.87
C 5.03 -0.23 -3.12
N -3.47 -1.60 -0.21
C -3.01 -2.39 -1.32
C -3.41 -2.11 1.14
H -6.81 -0.12 -0.98
H -6.20 -1.35 0.15
H -5.65 -1.33 -1.54
H -6.10 1.02 1.13
H -5.88 2.10 -0.25
H -4.58 1.88 0.95
H -2.86 2.61 0.20
H -3.64 2.10 -1.28
H -1.70 3.58 -1.68
H -1.54 2.00 -2.46
H -0.81 3.74 0.58
H 0.86 3.19 0.65
H -1.60 1.63 1.56
H -0.34 2.31 2.57
H -1.61 0.07 3.36
H -1.39 1.44 4.46
H -1.13 -0.22 5.03
H 2.33 1.01 4.40
H 1.38 0.21 5.66
H 1.03 1.88 5.21
H 2.39 -0.25 0.56
H 2.47 -2.00 0.90
H 3.66 -0.91 1.60
H 1.33 -1.69 4.32
H 3.07 -1.41 4.03
H 2.21 -2.70 3.17
H 1.04 3.74 -1.62
H 0.57 2.45 -2.74
H 2.36 2.04 -0.31
H 2.93 2.19 -1.97
H 4.03 -2.56 -1.98
H 3.88 -2.74 -3.73
H 2.68 -3.48 -2.67
H 0.90 -0.53 -3.86
H 0.56 -2.17 -3.28
H 1.66 -1.93 -4.65
H 4.06 0.74 -0.04
H 5.13 1.61 -1.14
H 5.59 0.01 -0.53
H 4.48 -0.55 -4.00
H 5.79 -0.97 -2.88
H 5.52 0.72 -3.34
H -2.67 -1.75 -2.13
H -3.80 -3.05 -1.69
H -2.16 -3.03 -1.04
H -4.15 -1.61 1.77
H -2.42 -1.99 1.61
H -3.67 -3.17 1.14
F -0.88 -0.40 -2.37
C -0.09 -2.11 -0.07
F -0.01 -2.57 1.13
F 0.62 -2.89 -0.80
```

Properties
Kohn-Sham gap (alpha / beta)	0.26951 / 0.20653	Eh
2S+1	5
HOMO (alpha / beta)	-13.58 / -13.62	eV
energy above the lowest of the compared OMol25 structures with the same formula, charge and spin	2.107	eV
strongest force on any atom	0.01369	Eh/bohr
net charge	+2
total energy	-1824.09461	Ha

=====

Entry 2:
ORCA calculation (the ωB97M-V functional and the def2-TZVPD basis) on C10H18AuCl2N2S as an isolated structure in a non-equilibrium geometry.

```
34
C10H18AuCl2N2S (the ωB97M-V functional and the def2-TZVPD basis)
Au 2.70 -1.61 -1.03
Cl 3.90 -0.02 -2.11
Cl 1.69 -3.39 0.02
C -1.97 -0.22 0.09
H -3.02 0.03 -0.18
H -1.42 -0.95 -0.51
C 0.07 2.15 -0.25
C -1.21 1.89 -0.69
H 0.33 2.00 0.79
C -1.51 2.20 -2.15
H -2.06 1.96 -0.01
C -0.28 2.02 -3.04
H -2.32 1.52 -2.45
H -1.88 3.24 -2.26
C 0.91 2.87 -2.57
H 0.02 0.97 -3.01
H -0.52 2.28 -4.07
C 1.18 2.74 -1.06
H 1.81 2.53 -3.10
H 0.71 3.92 -2.81
H 2.12 2.17 -0.91
H 1.45 3.75 -0.69
S -1.69 -0.25 1.74
C -0.73 -1.68 2.16
N -1.14 -2.95 2.18
C -0.16 -3.83 2.82
C 0.97 -2.88 3.16
N 0.47 -1.59 2.73
H -2.02 -3.24 1.76
H 0.14 -4.60 2.12
H -0.62 -4.27 3.71
H 1.87 -3.12 2.61
H 1.15 -2.90 4.23
H 1.02 -0.73 2.76
```

Properties
Kohn-Sham gap (alpha / beta)	0.16521 / 0.29537	Eh
2S+1	3
HOMO (alpha / beta)	-1.53 / -5.28	eV
energy above the lowest of the compared OMol25 structures with the same formula, charge and spin	1.411	eV
strongest force on any atom	0.08583	Eh/bohr
net charge	-1
total energy	-1955.58212	Ha

=====

Entry 3:
ORCA calculation (the ωB97M-V functional and the def2-TZVPD basis) on C16H44AlB3O8S4 as an isolated structure in a non-equilibrium geometry.

```
76
C16H44AlB3O8S4 (the ωB97M-V functional and the def2-TZVPD basis)
Al -2.15 -0.40 -0.16
B -1.89 -3.44 -0.70
H -0.97 -2.95 -1.01
H -2.04 -4.35 -1.26
H -1.88 -3.68 0.35
H -2.75 -2.80 -0.84
B -2.32 0.50 2.78
H -3.24 0.48 2.22
H -2.39 1.16 3.63
H -2.01 -0.51 3.02
H -1.64 0.93 2.06
B -3.59 2.42 -0.33
H -2.67 2.29 0.22
H -4.02 3.38 -0.13
H -3.45 2.35 -1.40
H -4.30 1.67 0.00
C 1.89 -2.80 -4.31
C 2.81 -3.32 -3.11
C 2.19 -2.65 -1.86
S 1.68 -0.95 -2.24
O 2.82 -0.11 -2.01
O 0.35 -0.69 -1.58
C 1.53 -1.30 -4.11
H 1.02 -3.44 -4.44
H 2.55 -2.88 -5.18
H 3.85 -2.99 -3.18
H 2.78 -4.41 -3.19
H 2.91 -2.64 -1.04
H 1.23 -3.02 -1.51
H 2.19 -0.64 -4.68
H 0.57 -0.97 -4.51
C -1.93 4.98 -2.49
C -1.51 4.74 -3.91
C -1.21 3.19 -4.02
S -0.27 2.74 -2.45
O 1.10 2.60 -2.81
O -0.88 1.67 -1.73
C -0.85 4.38 -1.65
H -2.96 4.63 -2.37
H -2.14 6.04 -2.28
H -0.63 5.31 -4.23
H -2.40 4.94 -4.50
H -0.57 2.84 -4.83
H -2.08 2.54 -4.00
H -0.01 5.07 -1.68
H -1.18 4.20 -0.62
C 0.87 -4.37 4.33
C -0.54 -5.04 4.10
C -1.00 -4.58 2.65
S 0.17 -3.31 2.05
O -0.51 -2.11 1.59
O 1.17 -4.00 1.22
C 0.91 -2.97 3.65
H 1.64 -5.01 3.90
H 1.10 -4.47 5.39
H -1.25 -4.78 4.88
H -0.47 -6.12 4.04
H -1.98 -4.11 2.73
H -1.11 -5.34 1.88
H 0.08 -2.37 4.03
H 1.82 -2.39 3.53
C 1.77 3.60 2.89
C 2.63 3.38 1.65
C 2.87 1.92 1.23
S 1.37 0.95 1.91
O 1.73 0.01 2.92
O 0.34 0.73 0.83
C 0.71 2.39 2.89
H 1.20 4.53 2.92
H 2.30 3.47 3.84
H 3.57 3.86 1.91
H 2.24 4.05 0.88
H 3.80 1.57 1.68
H 2.92 1.75 0.16
H 0.38 2.03 3.86
H -0.29 2.62 2.51
```

Properties
Kohn-Sham gap (alpha / beta)	0.15586 / 0.10145	Eh
2S+1	2
HOMO (alpha / beta)	-12.04 / -12.00	eV
energy above the lowest of the compared OMol25 structures with the same formula, charge and spin	0.157	eV
strongest force on any atom	0.12539	Eh/bohr
net charge	+1
total energy	-3146.65903	Ha

=====

Entry 4:
ORCA calculation (the ωB97M-V functional and the def2-TZVPD basis) on a 2-piece molecular cluster, C8H11NOS overall in a non-equilibrium geometry.

```
22
C8H11NOS (the ωB97M-V functional and the def2-TZVPD basis)
N -2.01 -3.56 -0.64
C -1.35 -2.54 -0.50
C -0.96 -1.32 -0.23
C -0.25 -0.24 0.15
C -0.90 0.68 1.19
C -0.91 2.10 0.53
C 0.55 2.47 0.25
C 1.29 1.54 -0.73
C 1.05 -0.05 -0.39
H -1.79 -4.34 -1.13
H -0.49 0.72 2.20
H -1.95 0.26 1.22
H -1.43 2.81 1.12
H -1.63 1.99 -0.29
H 0.78 3.45 -0.05
H 1.08 2.26 1.26
H 0.99 1.77 -1.83
H 2.32 1.72 -0.66
H 1.34 -0.81 -1.23
H 1.76 -0.21 0.46
O 1.10 -4.67 -1.03
S 1.40 -4.04 0.29
```

Properties
Kohn-Sham gap (alpha / beta)	0.24119 / 0.24089	Eh
SMILES string	N=C=C=C1CCCCC1.O=S
2S+1	1
HOMO (alpha / beta)	-8.11 / -8.11	eV
energy above the lowest of the compared OMol25 structures with the same formula, charge and spin	5.182	eV
strongest force on any atom	0.07822	Eh/bohr
total energy	-839.42441	Ha

=====

Repeat the fourth record exactly.
ORCA calculation (the ωB97M-V functional and the def2-TZVPD basis) on a 2-piece molecular cluster, C8H11NOS overall in a non-equilibrium geometry.

```
22
C8H11NOS (the ωB97M-V functional and the def2-TZVPD basis)
N -2.01 -3.56 -0.64
C -1.35 -2.54 -0.50
C -0.96 -1.32 -0.23
C -0.25 -0.24 0.15
C -0.90 0.68 1.19
C -0.91 2.10 0.53
C 0.55 2.47 0.25
C 1.29 1.54 -0.73
C 1.05 -0.05 -0.39
H -1.79 -4.34 -1.13
H -0.49 0.72 2.20
H -1.95 0.26 1.22
H -1.43 2.81 1.12
H -1.63 1.99 -0.29
H 0.78 3.45 -0.05
H 1.08 2.26 1.26
H 0.99 1.77 -1.83
H 2.32 1.72 -0.66
H 1.34 -0.81 -1.23
H 1.76 -0.21 0.46
O 1.10 -4.67 -1.03
S 1.40 -4.04 0.29
```

Properties
Kohn-Sham gap (alpha / beta)	0.24119 / 0.24089	Eh
SMILES string	N=C=C=C1CCCCC1.O=S
2S+1	1
HOMO (alpha / beta)	-8.11 / -8.11	eV
energy above the lowest of the compared OMol25 structures with the same formula, charge and spin	5.182	eV
strongest force on any atom	0.07822	Eh/bohr
total energy	-839.42441	Ha

=====

Question: What is the total energy in the first record?
Answer: -1824.09461 Ha

=====

Question: Which value of 2S+1 does entry 3 give?
Answer: 2

=====

Question: Which value of energy above the lowest of the compared OMol25 structures with the same formula, charge and spin does entry 3 give?
Answer: 0.157 eV